Record 1
Entry from OMol25: a gas-phase ion, C35H32NSi (charge +1) at a distorted geometry (ωB97M-V with the def2-TZVPD basis set).

Geometry as XYZ:
```
69
Properties=species:S:1:pos:R:3:forces:R:3:mulliken_charge:R:1
C 1.59498 -1.14347 5.01677 0.0 0.0 0.0 -0.50
C 1.13670 -2.34118 4.46175 0.1 -0.1 0.3 -0.76
C 0.25562 -2.32062 3.38037 0.2 0.2 0.0 -0.41
C -0.14531 -1.09468 2.83476 0.4 0.1 0.0 0.34
Si -1.16083 -1.00637 1.29786 -1.4 -0.5 1.3 0.63
C -1.77074 -2.71231 0.80791 0.5 0.1 -0.7 0.34
C -3.12526 -3.06975 0.92770 0.2 0.1 0.0 -0.41
C -3.54631 -4.35544 0.57525 -0.2 0.2 0.2 -0.62
C -2.64190 -5.29621 0.09673 0.1 0.3 0.0 -0.55
C -1.30219 -4.94307 -0.04075 0.6 0.1 0.0 -0.71
C -0.85997 -3.66309 0.30830 -0.4 -0.1 0.0 -0.20
C -2.66857 0.04789 1.63956 0.3 0.5 -0.3 0.28
C -3.14913 0.14293 2.95756 0.0 0.0 -0.1 0.12
C -4.33714 0.82874 3.22365 0.1 -0.2 0.2 -0.75
C -5.04797 1.43904 2.19370 0.2 -0.2 0.0 -0.44
C -4.56034 1.36854 0.89126 0.1 0.0 -0.5 -0.74
C -3.37637 0.68423 0.60585 -0.1 -0.1 0.5 -0.44
C -0.00846 -0.22667 -0.14412 1.7 0.6 -0.7 -0.67
C 1.10715 0.64237 0.18871 -0.5 -0.6 -1.1 -0.40
C 2.51751 0.13121 0.09977 0.1 -0.8 0.6 -0.28
C 0.28405 0.10827 3.41757 0.5 -0.2 0.1 0.18
C 1.16713 0.08435 4.50021 -0.1 0.3 0.0 -0.84
H 2.28721 -1.16094 5.86670 -0.3 0.0 -0.4 0.40
H 1.47124 -3.29614 4.88559 -0.2 0.4 -0.2 0.42
H -0.12047 -3.24753 2.94801 0.2 0.2 0.1 0.44
H -3.84292 -2.32941 1.29867 0.2 -0.4 -0.2 0.32
H -4.59890 -4.62264 0.67830 0.3 0.1 0.0 0.40
H -2.97574 -6.29570 -0.17589 0.1 0.2 0.1 0.40
H -0.58506 -5.67371 -0.42005 -0.2 0.2 0.1 0.39
H 0.19610 -3.38275 0.19522 -0.4 -0.3 0.0 0.30
H -2.58562 -0.32655 3.77250 -0.3 0.2 -0.3 0.38
H -4.71040 0.87728 4.24798 0.1 0.0 -0.3 0.40
H -5.97896 1.96295 2.40556 0.2 -0.1 -0.1 0.40
H -5.11015 1.84547 0.07918 0.1 -0.1 0.2 0.39
H -2.98840 0.63136 -0.41682 -0.4 0.1 0.2 0.25
H 0.30066 -1.18805 -0.63768 -0.2 0.9 0.3 0.47
H -0.82749 0.30657 -0.67640 0.4 -0.1 0.4 0.56
H 0.89366 1.67152 0.41714 -0.2 0.4 0.3 0.57
H 2.91686 0.06643 -0.94962 -1.4 -0.8 0.4 0.17
H 2.28270 -0.76995 0.69078 0.3 -1.2 -1.3 0.28
H -0.06053 1.06258 3.00647 0.1 -0.2 0.2 0.49
H 1.51286 1.02808 4.94974 -0.2 -0.6 -0.2 0.43
C 4.77137 -0.87216 0.67153 -0.6 -0.5 1.0 -1.77
C 3.86360 0.39601 0.81597 2.0 2.4 -0.8 -0.03
N 4.67231 1.62699 0.27949 -0.5 -1.5 1.4 0.46
C 4.85219 2.84655 0.95014 -0.2 1.0 -0.5 0.48
C 4.38626 3.28754 2.19415 0.2 -0.4 -0.5 -0.95
C 4.45580 4.64529 2.49211 0.2 0.0 -0.1 -0.45
C 4.99043 5.58536 1.58858 -0.2 -0.5 -0.2 -0.85
C 5.49869 5.13454 0.36131 -0.1 0.6 0.4 -0.28
C 5.49244 3.77388 0.06868 -0.8 -0.5 0.5 0.24
C 5.83341 3.03678 -1.11830 -0.5 -0.6 -0.2 0.23
C 5.39343 1.69006 -0.92031 -0.4 0.7 -0.4 0.58
C 5.56128 0.73464 -1.92668 -0.1 -0.1 0.4 -0.39
C 6.09241 1.15117 -3.14292 0.0 -0.2 0.2 -0.70
C 6.44894 2.48868 -3.36364 -0.3 -0.3 -0.3 -0.72
C 6.29767 3.44165 -2.36403 0.1 -0.3 -0.4 -0.44
H 4.51805 -1.50562 1.55680 0.6 0.4 -0.5 0.44
H 4.56528 -1.56697 -0.16825 0.1 0.9 0.1 0.37
H 5.83707 -0.56063 0.69742 -0.8 -0.4 0.0 0.50
H 3.68461 0.51802 1.88129 0.2 0.5 0.0 0.33
H 4.02775 2.54639 2.89681 -0.3 0.2 0.2 0.48
H 4.06618 4.97534 3.44992 0.1 0.0 -0.1 0.38
H 4.94638 6.64985 1.84368 0.1 -0.5 -0.2 0.37
H 5.81850 5.86014 -0.39738 0.1 -0.4 0.4 0.39
H 5.32755 -0.31426 -1.72959 0.0 0.4 -0.4 0.20
H 6.20315 0.39885 -3.92373 0.1 0.3 0.1 0.39
H 6.79109 2.75888 -4.36071 0.0 0.1 0.3 0.37
H 6.46948 4.48745 -2.60970 0.2 -0.2 0.3 0.41
```
Forces are in eV/Å.

As for the net charge: +1. As for the frontier orbital gap: 4.53 eV.

---

Record 2
Entry from OMol25: HO3PS2 in the gas phase at a distorted geometry (ωB97M-V with the def2-TZVPD basis set).

Geometry as XYZ:
```
7
Properties=species:S:1:pos:R:3:forces:R:3:mulliken_charge:R:1
O -0.10020 -0.69209 -0.49844 -0.6 1.0 0.9 -0.45
O 0.80976 -1.83668 1.39049 0.2 -0.6 1.8 -0.44
O 0.86497 1.59167 0.74001 -2.8 -0.1 1.5 -0.41
P 2.09598 1.58470 0.01853 3.3 -1.3 -1.7 0.52
S 2.82929 -0.49922 -0.36734 -0.8 1.0 0.2 -0.27
S 0.99033 -1.75696 -0.01723 0.2 1.3 -1.2 0.64
H -0.28353 -0.02643 0.26522 0.6 -1.3 -1.5 0.40
```
Forces are in eV/Å.

As for the net charge: 0. The relative energy (zero: lowest compared OMol25 entry of this formula, charge and spin) comes out at 1.6462 eV. As for the frontier orbital gap: 8.55 eV. Its SMILES is O=P#S#S(=O)O.

---

Record 3
Entry from OMol25: 2 unconnected molecules or ions with the total composition C3H10NOS at a distorted geometry (ωB97M-V with the def2-TZVPD basis set).

Geometry as XYZ:
```
16
Properties=species:S:1:pos:R:3:forces:R:3:mulliken_charge:R:1
C 1.71938 0.33105 -1.47384 0.5 1.5 -1.0 -0.75
C -1.62796 -1.63561 1.10268 0.7 1.5 -1.3 -0.79
C 0.67207 -0.12408 0.60013 1.0 1.9 1.1 0.24
N 0.76478 -0.33934 -0.66406 -2.6 -2.7 -0.5 -0.02
O -0.97224 1.84414 0.25668 -0.6 1.0 -1.2 -0.55
S -0.33020 -0.59678 1.85056 0.0 -0.3 0.7 0.03
H 2.32088 0.77481 -0.71494 0.8 1.2 -0.1 0.27
H 2.36510 -0.36251 -1.93862 0.5 -1.0 -0.8 0.38
H 1.37723 1.07923 -2.27261 -0.1 -1.1 1.5 0.27
H -2.38797 -0.87023 0.72158 0.6 -1.5 0.7 0.28
H -1.95711 -2.36457 1.88678 0.2 0.5 -1.2 0.39
H -1.02534 -1.98160 0.20973 -1.5 -0.8 1.1 0.22
H 1.39962 0.65226 0.97593 -0.8 -0.9 -0.3 0.18
H 0.17728 -1.13056 -1.04157 0.8 1.5 0.1 0.24
H -1.25060 2.37892 -0.54021 0.4 -0.7 1.5 0.29
H -1.24492 2.34487 1.04180 0.0 0.0 -0.4 0.31
```
Forces are in eV/Å.

As for the net charge: +1. The relative energy (zero: lowest compared OMol25 entry of this formula, charge and spin) comes out at 0.9928 eV. As for the frontier orbital gap: 10.29 eV.

---

Record 4
Entry from OMol25: C3H9B in the gas phase at a distorted geometry (ωB97M-V with the def2-TZVPD basis set).

Geometry as XYZ:
```
13
Properties=species:S:1:pos:R:3:forces:R:3:mulliken_charge:R:1
B -0.00709 1.48158 0.38126 0.2 -0.9 -0.9 0.14
C -0.42895 -0.94583 1.07520 -0.2 0.1 2.3 -1.09
C 0.38087 -0.19190 -1.34941 -3.2 -0.6 -2.1 -1.17
C 0.52777 -0.03975 0.18964 -1.8 1.1 0.2 0.16
H -1.22742 1.39768 0.44979 0.6 0.9 0.2 -0.07
H 0.69154 2.51290 0.23411 -0.9 -1.1 0.3 -0.05
H -1.46581 -0.78587 0.72274 0.5 -0.5 -0.1 0.34
H -0.54542 -0.55891 2.20617 0.7 -0.3 -2.4 0.25
H -0.24751 -2.06013 1.30444 0.1 1.6 -1.2 0.29
H -0.49465 0.43529 -1.87811 1.3 -1.1 1.6 0.25
H 1.18540 0.14738 -2.00205 0.6 -0.3 0.7 0.36
H 0.06658 -1.26445 -1.66452 0.8 1.6 0.6 0.29
H 1.56468 -0.12799 0.33073 1.3 -0.5 0.9 0.30
```
Forces are in eV/Å.

As for the net charge: 0. The relative energy (zero: lowest compared OMol25 entry of this formula, charge and spin) comes out at 1.1164 eV. As for the frontier orbital gap: 10.75 eV. Its SMILES is BC(C)C.

---

no.,E_LUMO (Eh),E_HOMO (eV),molar mass (g mol⁻¹)
1,-0.202,-10.0,494.7
2,-0.046,-9.8,144.1
3,-0.141,-14.1,108.2
4,0.018,-10.3,55.9